14 unconnected molecules or ions with the total composition C5H38N2O13. Source: the OMol25 dataset; level of theory: the ωB97M-V functional and the def2-TZVPD basis.

Summary:
DFT total energy: -1300.60115 hartree
Gap between HOMO and LUMO (spin up / spin down): 9.569 / 5.935 eV
Total charge: +1
Multiplicity: 2
Relative energy (zero: lowest compared OMol25 entry of this formula, charge and spin): 65.14 kcal/mol
E_LUMO (spin up / spin down): -3.6 / -7.2 eV
HOMO level (spin up / spin down): -0.48254 / -0.48247 Eh

Positions of all 58 atoms, in Å:
1 H 1.713 -2.501 2.090
2 H -2.901 4.289 -0.346
3 C -0.319 0.996 0.950
4 H -1.602 -1.578 -2.143
5 H 0.242 -4.244 -0.589
6 H 2.579 0.208 -2.748
7 H 0.039 -0.287 2.681
8 H 1.701 -1.499 -2.631
9 H 3.194 -0.551 1.633
10 O -4.148 0.486 -0.168
11 O -3.934 -1.984 1.554
12 H 3.448 -2.615 -1.131
13 H 2.565 -1.415 -0.409
14 O -2.102 4.165 -0.902
15 H 0.252 1.354 3.388
16 O 3.210 0.916 -2.693
17 H -1.469 -3.319 0.769
18 O 1.090 -4.044 -0.224
19 O 2.632 -2.122 -1.090
20 H -0.009 1.009 -2.785
21 H 0.841 3.122 3.478
22 H -2.894 -1.684 -1.314
23 H -2.568 2.721 -1.912
24 O 2.362 -0.590 1.179
25 N -0.936 -2.678 1.404
26 O 1.365 -1.001 -3.423
27 H -5.091 0.542 -0.461
28 H 1.453 3.310 0.115
29 N 0.598 3.296 0.670
30 H 3.169 1.554 -3.397
31 H 1.284 -3.207 -0.684
32 C -0.799 -1.382 0.969
33 O -2.871 1.832 -2.169
34 O -2.388 -2.147 -2.020
35 H 4.595 1.118 -0.084
36 H 0.551 4.116 1.224
37 H -0.058 0.776 -0.181
38 H -1.337 1.095 -2.300
39 H -4.405 -0.247 0.458
40 H -4.163 -1.640 2.398
41 H 1.661 1.584 1.369
42 H 3.314 1.173 -0.927
43 C 0.276 2.344 2.912
44 H -3.085 -2.345 1.443
45 H 2.260 -3.771 1.619
46 H -1.318 1.444 0.916
47 O -0.509 0.515 -2.116
48 H -1.211 -1.073 0.016
49 H -1.250 4.019 -0.502
50 O 3.681 1.355 -0.078
51 H -3.125 1.326 -1.399
52 H 0.445 -0.969 -3.152
53 H -0.016 -3.133 1.573
54 C 0.660 2.048 1.462
55 H -0.758 2.621 2.870
56 O 2.296 -3.197 2.399
57 C -0.338 -0.323 1.692
58 H 2.130 0.215 0.747

***

13 unconnected molecules or ions with the total composition C5H39N3O12. Source: the OMol25 dataset; level of theory: the ωB97M-V functional and the def2-TZVPD basis.

Summary:
DFT total energy: -1280.51841 hartree
Gap between HOMO and LUMO: 10.844 eV
Total charge: +2
Relative energy (zero: lowest compared OMol25 entry of this formula, charge and spin): 81.31 kcal/mol
E_LUMO: -4.9 eV
HOMO level: -0.57820 Eh

Positions of all 59 atoms, in Å:
1 H 1.148 1.569 2.085
2 H 2.315 -2.708 -1.862
3 C 0.981 -0.196 0.857
4 C 1.764 2.456 -1.040
5 H 0.452 1.103 -3.957
6 H -1.356 -0.503 0.092
7 H -3.901 -1.267 2.421
8 H 0.725 -0.179 -0.265
9 H -0.668 -1.829 3.446
10 H 0.066 -2.384 -3.682
11 O 0.120 -1.476 -3.987
12 C 0.125 -1.755 2.712
13 O -1.785 0.748 -1.111
14 H -1.626 1.640 -1.424
15 H 4.217 -0.845 1.213
16 O -3.334 -1.930 2.024
17 H 0.354 2.825 0.345
18 O -1.237 4.195 -0.073
19 N -1.223 -1.342 0.622
20 H -3.486 -2.799 2.410
21 H -1.985 2.584 4.179
22 H -0.711 0.237 2.130
23 O -1.527 2.316 3.382
24 O -2.456 3.308 -2.443
25 H -2.171 -4.540 1.093
26 H -2.606 3.071 -3.360
27 H -2.650 -4.467 -1.357
28 H 2.583 1.091 1.288
29 O -1.343 -4.073 1.342
30 H -0.196 -1.402 -4.894
31 H 4.793 1.231 2.221
32 H -1.404 -4.059 2.309
33 H 2.573 1.785 -1.355
34 H 3.838 -2.314 0.943
35 H 2.176 3.903 -2.375
36 O 0.413 1.221 -3.012
37 H 1.622 -3.846 -1.200
38 C -0.222 -0.661 1.707
39 H -1.910 3.452 -0.059
40 H 1.065 -1.502 3.302
41 H 4.863 1.522 0.747
42 H -2.477 4.238 -2.225
43 H 1.721 -0.996 0.981
44 O 4.383 0.979 1.388
45 H -2.480 0.522 -1.743
46 H -2.198 -3.593 -2.569
47 H 0.857 4.299 -1.275
48 H 0.312 -2.658 2.114
49 H -0.717 -2.116 0.064
50 N 1.068 2.150 0.048
51 C 1.476 1.238 1.100
52 H -1.876 2.768 2.616
53 O -1.994 -3.822 -1.660
54 H 0.278 0.414 -2.519
55 H -1.693 5.039 -0.114
56 H -1.957 -1.817 1.194
57 N 1.603 3.690 -1.578
58 O 1.423 -3.078 -1.741
59 O 3.878 -1.434 0.504

***

C5H3BrN2O2S in the gas phase. Source: the OMol25 dataset; level of theory: the ωB97M-V functional and the def2-TZVPD basis.

Summary:
DFT total energy: -3424.30284 hartree
Gap between HOMO and LUMO (spin up / spin down): 6.472 / 6.471 eV
Total charge: 0
E_LUMO (spin up / spin down): -3.0 / -3.0 eV
HOMO level (spin up / spin down): -0.34858 / -0.34857 Eh

Positions of all 14 atoms, in Å:
1 O 2.417 0.951 1.584
2 N 1.582 1.819 -0.673
3 H -0.144 0.874 -1.308
4 C -2.033 -1.340 0.729
5 O 3.032 -0.273 -0.454
6 S 2.219 0.690 0.128
7 C -1.738 -0.486 -0.379
8 C -0.497 0.106 -0.624
9 C 0.523 -0.280 0.291
10 Br -3.173 0.019 -1.469
11 H 1.887 2.031 -1.653
12 N -1.018 -1.542 1.536
13 C 0.093 -1.107 1.200
14 H -3.149 -1.463 1.091

***

A molecular structure, C5H3CeO6. Source: the OMol25 dataset; level of theory: the ωB97M-V functional and the def2-TZVPD basis.

Summary:
DFT total energy: -1117.44881 hartree
Gap between HOMO and LUMO (spin up / spin down): 6.345 / 6.252 eV
Total charge: +3
E_LUMO (spin up / spin down): -16.6 / -16.7 eV
HOMO level (spin up / spin down): -0.84214 / -0.84230 Eh

Positions of all 15 atoms, in Å:
1 H 1.582 2.046 2.884
2 O 0.961 0.678 -3.236
3 O 1.014 2.216 2.140
4 C 0.855 0.651 -2.055
5 H 0.777 3.157 2.266
6 O -0.952 -2.187 -1.542
7 O 0.873 -1.705 1.348
8 O -2.588 -1.271 1.743
9 C 1.000 -1.927 0.034
10 C -0.027 -1.525 -1.017
11 Ce 0.221 0.473 0.282
12 O -2.393 1.083 -2.285
13 C -1.602 1.258 -1.450
14 H 1.949 -2.275 -0.445
15 C -1.670 -0.671 1.332

***

For the records above, the corresponding max |F| values read 3.2; 4.0; 5.6; 9.7 eV/A.